Record 1
C3H8P2 | ωB97M-V/def2-TZVPD

Last column: natural (NBO) charge in e.
CARTESIAN COORDINATES (ANGSTROEM)
P 1.3208 -0.6626 0.6353  0.63
P -1.4792 -0.2599 -1.1109  0.62
C -0.0747 0.5885 -1.8069  -1.00
C -0.8024 -0.7506 0.4705  -1.02
C 1.4767 -0.1999 2.2445  -0.86
H -0.4361 1.0304 -2.9042  0.25
H 0.6198 -0.1397 2.9568  0.22
H -1.0503 -1.8280 0.8404  0.26
H 2.5200 0.0641 2.5357  0.23
H -1.1081 0.0632 1.2509  0.23
H -1.3955 -1.5435 -1.7549  -0.06
H 0.0731 1.5249 -1.0898  0.24
H 0.9510 -0.0242 -1.9037  0.25

Properties
ΔE to the lowest compared entry with this formula, charge and spin   34.1 kcal per mole
SMILES string   C=PCPC
HOMO energy   -8.4 eV
Molar mass   106.04 g/mol
DFT total energy   -21815.2891 eV
Net charge   0
Largest force on an atom   0.07652 Eh/bohr

---

Record 2
C3H8S | ωB97M-V/def2-TZVPD

Last column: natural (NBO) charge in e.
CARTESIAN COORDINATES (ANGSTROEM)
S -0.1280 0.9310 -2.2255  -0.07
C 1.4155 -0.0077 2.6587  -0.38
C -0.9033 -0.7228 -2.5879  -0.70
C 0.2000 0.4875 2.5741  -0.38
H -0.1709 -1.4907 -2.3891  0.22
H -0.0368 1.4102 3.0929  0.19
H -0.8742 1.4552 -3.1894  0.12
H 1.6919 -1.0342 2.4305  0.19
H -1.1703 -0.7199 -3.6332  0.22
H -0.6070 0.0269 2.0222  0.19
H 2.2627 0.5070 3.1012  0.19
H -1.6797 -0.8424 -1.8547  0.21

Properties
ΔE to the lowest compared entry with this formula, charge and spin   32.7 kcal per mole
SMILES string   C=C.CS
HOMO energy   -9.0 eV
Molar mass   76.16 g/mol
DFT total energy   -14074.5041 eV
Net charge   0
Largest force on an atom   0.02962 Eh/bohr